Record 1
63
Properties=species:S:1:pos:R:3 method="wB97M-V/def2-TZVPD" spin_multiplicity=5 total_charge=+2 e_lumo_ev="-6.8247 / -7.3686" orbital_gap_ev="6.107 / 7.001" s_squared=6.12
Co 0.147 0.018 -0.283
C -1.219 -2.624 -0.430
C -0.328 -2.661 -1.657
N 0.802 -1.727 -1.488
C 1.952 -2.287 -0.758
C 1.796 -2.093 0.728
C 2.403 -2.887 1.682
C 2.229 -2.567 3.021
C 1.461 -1.468 3.377
C 0.880 -0.710 2.374
C 0.087 0.547 2.640
N -0.795 0.894 1.511
C -2.172 0.375 1.615
C -2.166 -1.090 1.233
N -1.543 -1.222 -0.100
N 1.051 -1.043 1.091
H -0.710 -3.062 0.430
H -2.126 -3.208 -0.598
H -0.890 -2.352 -2.539
H 0.021 -3.681 -1.839
H 1.116 -1.418 -2.400
H 2.847 -1.745 -1.071
H 2.107 -3.343 -0.992
H 3.000 -3.739 1.385
H 2.690 -3.175 3.788
H 1.314 -1.202 4.415
H 0.803 1.360 2.775
H -0.473 0.449 3.574
H -0.827 1.903 1.419
H -2.787 0.937 0.910
H -2.587 0.518 2.616
H -3.178 -1.500 1.237
H -1.577 -1.676 1.941
H -2.205 -0.867 -0.790
S 1.905 1.249 -0.367
C 1.291 2.445 -1.510
N 2.150 3.355 -1.894
N 1.691 4.276 -2.787
C 1.005 5.393 -2.477
C 0.616 5.668 -1.146
C -0.095 6.813 -0.888
C -0.428 7.691 -1.926
C -0.033 7.426 -3.239
C 0.686 6.293 -3.523
N 0.020 2.388 -1.921
N -0.609 1.277 -1.591
C -2.003 1.346 -1.863
C -2.754 2.425 -1.403
C -4.118 2.466 -1.647
C -4.736 1.444 -2.357
C -3.982 0.386 -2.844
C -2.616 0.336 -2.601
H 2.084 4.195 -3.719
H 0.918 4.997 -0.354
H -0.383 7.053 0.126
H -0.983 8.592 -1.705
H -0.288 8.116 -4.031
H 1.003 6.072 -4.535
H -2.260 3.226 -0.867
H -4.702 3.303 -1.288
H -5.800 1.484 -2.547
H -4.452 -0.389 -3.434
H -2.008 -0.448 -3.038

***

Record 2
68
Properties=species:S:1:pos:R:3 method="wB97M-V/def2-TZVPD" spin_multiplicity=6 total_charge=-1 e_lumo_ev="2.4263 / 1.2972" orbital_gap_ev="6.949 / 6.719" e_above_lowest_kj_mol=32.7 s_squared=8.77
Ir -0.005 -0.077 0.431
O 0.850 -2.805 2.204
C 0.045 -3.250 3.256
C -1.379 -2.650 3.366
C -2.053 -3.534 4.431
O -3.384 -3.149 4.777
C -1.398 -1.219 3.899
Se -0.152 0.084 3.158
C -2.225 -2.757 2.093
Se -1.668 -1.951 0.384
H 1.452 -2.094 2.469
H 0.536 -3.095 4.228
H -0.081 -4.333 3.122
H -1.416 -3.551 5.324
H -2.130 -4.556 4.056
H -3.379 -2.210 4.990
H -1.195 -1.223 4.974
H -2.366 -0.738 3.719
H -3.200 -2.315 2.287
H -2.380 -3.809 1.849
O -2.321 1.745 2.395
C -2.151 2.187 1.269
N -2.619 3.422 0.880
C -2.565 3.597 -0.549
C -1.706 2.339 -0.916
O -1.304 2.119 -2.045
N -1.536 1.566 0.189
C -3.952 3.485 -1.218
C -5.114 3.752 -0.500
C -6.362 3.686 -1.109
C -6.469 3.348 -2.449
C -5.315 3.078 -3.174
C -4.069 3.148 -2.566
C -1.918 4.921 -0.962
C -1.350 5.093 -2.223
C -0.818 6.320 -2.595
C -0.848 7.397 -1.719
C -1.409 7.233 -0.461
C -1.936 6.004 -0.087
H -3.220 3.936 1.494
H -5.066 4.010 0.550
H -7.252 3.893 -0.527
H -7.441 3.290 -2.924
H -5.384 2.804 -4.219
H -3.177 2.915 -3.132
H -1.298 4.252 -2.901
H -0.369 6.431 -3.574
H -0.431 8.353 -2.011
H -1.428 8.061 0.239
H -2.351 5.891 0.908
O 1.554 1.342 1.417
S 2.612 0.255 1.298
O 3.935 0.795 1.137
O 2.141 -0.508 0.071
O 2.519 -0.650 2.470
C 0.562 -2.112 -3.626
C -0.957 -2.150 -3.361
C -1.234 -0.759 -2.810
O -0.079 -0.483 -2.018
C 1.061 -0.930 -2.770
H 0.773 -1.934 -4.681
H 1.045 -3.044 -3.336
H -1.193 -2.886 -2.593
H -1.542 -2.366 -4.256
H -2.111 -0.692 -2.172
H -1.317 -0.011 -3.604
H 1.841 -1.189 -2.064
H 1.410 -0.106 -3.399

***

Record-wise electronic energy values, in eV: -85727.18210, -191133.40056